40
Properties=species:S:1:pos:R:3 method="wB97M-V/def2-TZVPD" max_force_ev_per_a=1.89 lumo_energy_ev=2.80 spin_multiplicity=1 total_charge=-1 gap_ev=8.57
Cl -0.998 0.288 2.627
C 1.072 -2.658 -4.450
O 1.298 -1.616 -3.555
C 0.701 -1.821 -2.266
C 1.468 -0.950 -1.276
N 1.261 0.502 -1.513
C -0.001 0.938 -0.943
C -0.517 2.175 -1.732
O -0.776 1.746 -3.036
C -1.420 2.621 -3.917
H 0.141 -3.206 -4.269
H 1.879 -3.403 -4.406
H 1.066 -2.355 -5.500
H 0.724 -2.896 -2.056
H -0.372 -1.618 -2.357
H 2.544 -1.072 -1.420
H 1.305 -1.252 -0.243
H 1.176 0.621 -2.518
H 0.069 1.208 0.109
H -0.817 0.211 -1.026
H 0.246 2.962 -1.711
H -1.445 2.526 -1.264
H -1.557 2.016 -4.816
H -0.867 3.514 -4.228
H -2.389 2.901 -3.489
C -1.817 1.336 6.277
O -2.718 0.666 5.421
H -1.013 0.717 6.688
H -1.333 2.135 5.707
H -2.400 1.759 7.093
H -2.284 0.439 4.582
O 2.080 0.348 1.622
H 2.078 0.653 0.709
H 1.147 0.428 1.922
O 1.646 -0.505 4.493
H 0.817 -0.190 4.087
H 1.604 -0.190 5.400
O -0.176 -3.014 1.585
H -0.829 -3.716 1.656
H -0.593 -2.250 2.014